# C17H13ClN4

A single C17H13ClN4 molecule (the ωB97M-V functional and the def2-TZVPD basis, OMol25).

* HOMO level: -7.69 eV
* frontier orbital gap: 7.755 eV
* ΔE to the lowest compared entry with this formula, charge and spin: 29.0 kcal per mole

Last columns: bonded neighbours and bond lengths (Å).
Element x y z (Å)
1 Cl 2.27 2.58 3.21  C16 1.639
2 N -2.53 -2.59 -0.54  N3 1.391, C4 1.369
3 N -3.09 -3.00 0.66  N2 1.391, C5 1.322
4 C -1.61 -1.63 -0.25  N2 1.369, C7 1.446, N21 1.414
5 C -2.50 -2.33 1.63  N3 1.322, N21 1.414, C22 1.444
6 C 0.06 0.15 -0.67  C7 1.403, C17 1.475, C18 1.439
7 C -0.78 -0.87 -1.16  C4 1.446, C6 1.403, N20 1.413
8 C 2.66 2.03 -3.62  C9 1.385, C10 1.396, H23 1.072
9 C 1.28 2.03 -3.72  C8 1.385, C12 1.414, H24 1.039
10 C 3.19 1.52 -2.43  C8 1.396, C13 1.419, H25 1.136
11 C 0.20 0.99 3.47  C15 1.451, C16 1.407, H26 1.084
12 C 0.38 1.64 -2.70  C9 1.414, C17 1.438, H27 1.069
13 C 2.34 0.92 -1.47  C10 1.419, C17 1.416, H28 1.101
14 C 0.97 1.39 1.22  C16 1.397, C18 1.383, H29 1.087
15 C -0.72 -0.05 3.03  C11 1.451, C19 1.427, H30 1.086
16 C 1.09 1.63 2.59  Cl1 1.639, C11 1.407, C14 1.397
17 C 0.93 0.90 -1.60  C6 1.475, C12 1.438, C13 1.416
18 C 0.14 0.39 0.74  C6 1.439, C14 1.383, C19 1.460
19 C -0.74 -0.36 1.64  C15 1.427, C18 1.460, N21 1.415
20 N -0.90 -1.19 -2.53  C7 1.413, H31 1.027, H32 0.994
21 N -1.63 -1.33 1.14  C4 1.414, C5 1.414, C19 1.415
22 C -2.60 -2.63 3.04  C5 1.444, H33 1.113, H34 1.126, H35 1.041
23 H 3.19 2.38 -4.49  C8 1.072
24 H 0.83 2.50 -4.53  C9 1.039
25 H 4.32 1.43 -2.39  C10 1.136
26 H 0.27 1.22 4.52  C11 1.084
27 H -0.66 1.60 -2.93  C12 1.069
28 H 2.81 0.52 -0.56  C13 1.101
29 H 1.53 1.98 0.50  C14 1.087
30 H -1.34 -0.58 3.75  C15 1.086
31 H -1.49 -2.00 -2.76  N20 1.027
32 H -0.09 -1.01 -3.08  N20 0.994
33 H -3.07 -1.78 3.60  C22 1.113
34 H -3.05 -3.64 3.25  C22 1.126
35 H -1.64 -2.81 3.41  C22 1.041

Atom-resolved charges from natural (NBO), all expressed in e:
1. Cl 0.075
2. N -0.300
3. N -0.251
4. C 0.277
5. C 0.330
6. C -0.068
7. C 0.176
8. C -0.223
9. C -0.201
10. C -0.198
11. C -0.219
12. C -0.202
13. C -0.227
14. C -0.243
15. C -0.214
16. C -0.101
17. C -0.065
18. C 0.028
19. C 0.130
20. N -0.805
21. N -0.348
22. C -0.667
23. H 0.222
24. H 0.203
25. H 0.221
26. H 0.223
27. H 0.226
28. H 0.224
29. H 0.241
30. H 0.228
31. H 0.418
32. H 0.397
33. H 0.227
34. H 0.258
35. H 0.228